w:
Formula: C30H85N7O9
Source: the OMol25 dataset
Level of theory: the ωB97M-V functional and the def2-TZVPD basis

Each atom is followed by the atoms it is bonded to, with distances in Å.
Positions of all 131 atoms, in Å:
1 C -7.81344 0.57194 0.22413  O2 1.364, H7 1.090, H8 1.090, H9 1.090
2 O -6.71283 1.35204 0.02081  C1 1.364, C3 1.373
3 C -5.96548 1.52236 1.15957  O2 1.373, C4 1.583, H10 1.090, H11 1.090
4 C -4.96550 2.74602 1.06679  C3 1.583, C5 1.543, N6 1.455, H12 1.090
5 C -3.87766 2.47211 0.00682  C4 1.543, H13 1.090, H14 1.090, H15 1.090
6 N -4.38066 3.00700 2.37306  C4 1.455, H16 1.010, H17 1.010
7 H -7.60430 -0.33558 0.79048  C1 1.090
8 H -8.16803 0.22270 -0.74560  C1 1.090
9 H -8.55212 1.13379 0.79578  C1 1.090
10 H -6.63916 1.72737 1.99157  C3 1.090
11 H -5.43735 0.63922 1.51906  C3 1.090
12 H -5.62898 3.57666 0.82613  C4 1.090
13 H -3.25153 1.66482 0.38675  C5 1.090
14 H -3.20640 3.32935 -0.04458  C5 1.090
15 H -4.23696 2.31564 -1.01029  C5 1.090
16 H -3.76145 3.79588 2.25334  N6 1.010
17 H -5.14207 3.34620 2.94341  N6 1.010
18 C -0.33838 -3.94851 -0.43625  O19 1.420, H24 1.090, H25 1.090, H26 1.090
19 O 0.28798 -4.50318 0.71138  C18 1.420, C20 1.440
20 C 1.72508 -4.51485 0.62675  O19 1.440, C21 1.475, H27 1.090, H28 1.090
21 C 2.23320 -5.13193 1.86583  C20 1.475, C22 1.511, N23 1.418, H29 1.090
22 C 1.92631 -4.25601 3.05859  C21 1.511, H30 1.090, H31 1.090, H32 1.090
23 N 3.64476 -5.22758 1.77149  C21 1.418, H33 1.010, H34 1.010
24 H -1.41712 -4.10108 -0.40242  C18 1.090
25 H 0.06681 -4.38344 -1.34990  C18 1.090
26 H -0.17686 -2.87108 -0.40216  C18 1.090
27 H 2.10815 -5.02556 -0.25673  C20 1.090
28 H 2.08555 -3.49068 0.53071  C20 1.090
29 H 1.72950 -6.08973 1.99626  C21 1.090
30 H 2.20899 -4.87930 3.90694  C22 1.090
31 H 0.86720 -4.03844 3.19667  C22 1.090
32 H 2.55795 -3.36793 3.03772  C22 1.090
33 H 3.94534 -5.80677 1.00058  N23 1.010
34 H 3.96163 -5.79500 2.54463  N23 1.010
35 C -3.29267 -1.17133 -0.88265  O36 1.417, H41 1.090, H42 1.090, H43 1.090
36 O -4.26893 -1.47769 -1.86351  C35 1.417, C37 1.411
37 C -3.76479 -1.52564 -3.18012  O36 1.411, C38 1.549, H44 1.090, H45 1.090
38 C -4.89891 -1.60984 -4.23201  C37 1.549, C39 1.488, N40 1.468, H46 1.090
39 C -5.81802 -0.43908 -4.21873  C38 1.488, H47 1.090, H48 1.090, H49 1.090
40 N -5.72483 -2.81488 -4.09009  C38 1.468, H50 1.010, H51 1.010
41 H -2.80932 -0.22190 -1.11296  C35 1.090
42 H -2.49248 -1.91143 -0.88952  C35 1.090
43 H -3.80441 -1.14611 0.07943  C35 1.090
44 H -3.16835 -0.64774 -3.42838  C37 1.090
45 H -3.13065 -2.40939 -3.25051  C37 1.090
46 H -4.45581 -1.67358 -5.22584  C38 1.090
47 H -6.61569 -0.41238 -4.96109  C39 1.090
48 H -5.28670 0.50187 -4.36160  C39 1.090
49 H -6.25710 -0.41009 -3.22151  C39 1.090
50 H -6.25553 -2.89040 -3.23408  N40 1.010
51 H -5.15267 -3.64688 -4.11245  N40 1.010
52 C -1.58750 -0.57641 7.34375  O53 1.424, H58 1.090, H59 1.090, H60 1.090
53 O -1.07837 0.09666 6.19724  C52 1.424, C54 1.454
54 C -2.06077 0.20910 5.13129  O53 1.454, C55 1.542, H61 1.090, H62 1.090
55 C -1.30586 0.78683 3.91750  C54 1.542, C56 1.524, N57 1.443, H63 1.090
56 C -0.82342 2.22038 4.10112  C55 1.524, H64 1.090, H65 1.090, H66 1.090
57 N -2.13265 0.73444 2.73561  C55 1.443, H67 1.010, H68 1.010
58 H -2.42615 -0.01882 7.76072  C52 1.090
59 H -0.86012 -0.62712 8.15397  C52 1.090
60 H -1.97560 -1.58116 7.17659  C52 1.090
61 H -2.31798 -0.82065 4.88318  C54 1.090
62 H -2.96262 0.75298 5.41229  C54 1.090
63 H -0.47150 0.09882 3.78113  C55 1.090
64 H -0.08605 2.20239 4.90365  C56 1.090
65 H -1.53983 3.01284 4.31758  C56 1.090
66 H -0.24725 2.61935 3.26628  C56 1.090
67 H -2.69282 -0.10582 2.71913  N57 1.010
68 H -2.78583 1.50410 2.70273  N57 1.010
69 C 1.20634 -0.28112 -2.59312  O70 1.459, H75 1.090, H76 1.090, H77 1.090
70 O 1.68883 -0.56953 -3.93955  C69 1.459, C71 1.387
71 C 0.52542 -0.64736 -4.68980  O70 1.387, C72 1.565, H78 1.090, H79 1.090
72 C 0.88393 -0.86605 -6.19729  C71 1.565, C73 1.537, N74 1.465, H80 1.090
73 C 1.52947 0.34640 -6.88616  C72 1.537, H81 1.090, H82 1.090, H83 1.090
74 N -0.29980 -1.24666 -6.97246  C72 1.465, H84 1.010, H85 1.010
75 H 0.70692 0.68774 -2.59510  C69 1.090
76 H 2.04296 -0.08853 -1.92149  C69 1.090
77 H 0.56380 -1.08073 -2.22453  C69 1.090
78 H -0.06197 -1.47963 -4.30201  C71 1.090
79 H -0.08471 0.25422 -4.63503  C71 1.090
80 H 1.63634 -1.65279 -6.25230  C72 1.090
81 H 1.90097 -0.00651 -7.84821  C73 1.090
82 H 2.41513 0.68526 -6.34868  C73 1.090
83 H 0.80628 1.15968 -6.94680  C73 1.090
84 H -0.91960 -0.44958 -6.99726  N74 1.010
85 H -0.77713 -2.00020 -6.49873  N74 1.010
86 C -0.13920 2.98092 -0.48313  O87 1.406, H92 1.090, H93 1.090, H94 1.090
87 O 0.79811 3.40089 -1.44286  C86 1.406, C88 1.382
88 C 2.09697 3.30988 -0.97956  O87 1.382, C89 1.574, H95 1.090, H96 1.090
89 C 3.10210 3.93294 -2.01810  C88 1.574, C90 1.480, N91 1.435, H97 1.090
90 C 4.49998 3.87776 -1.53626  C89 1.480, H98 1.090, H99 1.090, H100 1.090
91 N 2.65881 5.28219 -2.22687  C89 1.435, H101 1.010, H102 1.010
92 H -1.14162 3.22472 -0.83500  C86 1.090
93 H 0.09908 3.41132 0.48954  C86 1.090
94 H -0.01531 1.89882 -0.44047  C86 1.090
95 H 2.22315 3.73456 0.01635  C88 1.090
96 H 2.35346 2.25494 -0.88250  C88 1.090
97 H 2.93632 3.33987 -2.91748  C89 1.090
98 H 5.14174 4.30383 -2.30744  C90 1.090
99 H 4.86892 2.86094 -1.40181  C90 1.090
100 H 4.65775 4.48786 -0.64689  C90 1.090
101 H 2.64427 5.74848 -1.33106  N91 1.010
102 H 1.69649 5.14085 -2.49900  N91 1.010
103 C 7.24552 1.81779 0.55193  O104 1.401, H109 1.090, H110 1.090, H111 1.090
104 O 6.38597 0.72591 0.37014  C103 1.401, C105 1.421
105 C 6.23426 -0.12882 1.49461  O104 1.421, C106 1.577, H112 1.090, H113 1.090
106 C 5.38922 -1.40156 1.10494  C105 1.577, C107 1.558, N108 1.419, H114 1.090
107 C 4.07537 -1.12518 0.31502  C106 1.558, H115 1.090, H116 1.090, H117 1.090
108 N 5.02598 -2.23360 2.19566  C106 1.419, H118 1.010, H119 1.010
109 H 8.31441 1.62681 0.64735  C103 1.090
110 H 6.86731 2.46171 1.34593  C103 1.090
111 H 7.17666 2.29209 -0.42704  C103 1.090
112 H 7.22133 -0.50038 1.76984  C105 1.090
113 H 5.78017 0.39624 2.33497  C105 1.090
114 H 6.13240 -1.87496 0.46332  C106 1.090
115 H 3.44306 -0.51742 0.96226  C107 1.090
116 H 3.47779 -2.00748 0.08580  C107 1.090
117 H 4.31712 -0.59566 -0.60653  C107 1.090
118 H 4.33914 -2.92492 1.93028  N108 1.010
119 H 5.87085 -2.74807 2.39968  N108 1.010
120 C 3.40718 1.98172 2.51452  O121 1.409, H122 1.090, H123 1.090, H124 1.090
121 O 4.22597 2.81960 3.29758  C120 1.409, H125 0.960
122 H 3.57842 2.14647 1.45074  C120 1.090
123 H 3.56606 0.94757 2.82014  C120 1.090
124 H 2.32416 2.07210 2.59820  C120 1.090
125 H 4.26371 2.51406 4.20687  O121 0.960
126 C 0.61838 -0.74842 1.16627  O127 1.445, H128 1.090, H129 1.090, H130 1.090
127 O -0.72068 -0.52498 0.67082  C126 1.445, H131 0.960
128 H 1.08993 0.05331 1.73457  C126 1.090
129 H 0.44662 -1.59514 1.83084  C126 1.090
130 H 1.30198 -1.00004 0.35541  C126 1.090
131 H -1.16320 -0.14242 1.43202  O127 0.960

The molar mass comes out at 688.05 g/mol. Its SMILES is COC[C@H](C)N.COC[C@H](C)N.COC[C@H](C)N.COC[C@H](C)N.COC[C@H](C)N.COC[C@H](C)N.COC[C@H](C)N.CO.CO. Its LUMO energy is 0.5 eV. The HOMO energy is -8.93 eV. Its HOMO-LUMO gap is 0.3466 Ha.

x:
Formula: C30H85N7O9
Source: the OMol25 dataset
Level of theory: the ωB97M-V functional and the def2-TZVPD basis

Each atom is followed by the atoms it is bonded to, with distances in Å.
Positions of all 131 atoms, in Å:
1 C 3.60945 2.29365 -5.58796  O2 1.521, H7 1.090, H8 1.090, H9 1.090
2 O 2.38712 3.00999 -5.03501  C1 1.521, C3 1.462
3 C 2.30324 3.17781 -3.58473  O2 1.462, C4 1.554, H10 1.090, H11 1.090
4 C 0.85481 3.63377 -3.25418  C3 1.554, C5 1.529, N6 1.422, H12 1.090
5 C 0.62701 5.06121 -3.75152  C4 1.529, H13 1.090, H14 1.090, H15 1.090
6 N 0.45235 3.58000 -1.89167  C4 1.422, H16 1.010, H17 1.010
7 H 3.80171 2.54541 -6.63092  C1 1.090
8 H 3.46889 1.21334 -5.55209  C1 1.090
9 H 4.48499 2.58986 -5.01021  C1 1.090
10 H 2.67769 2.36846 -2.95797  C3 1.090
11 H 3.02567 3.98310 -3.45170  C3 1.090
12 H 0.18905 2.96089 -3.79464  C4 1.090
13 H -0.31928 5.43910 -3.36443  C5 1.090
14 H 0.62065 5.15260 -4.83766  C5 1.090
15 H 1.41684 5.68394 -3.33142  C5 1.090
16 H -0.54802 3.71913 -1.89368  N6 1.010
17 H 0.50956 2.62494 -1.56813  N6 1.010
18 C 7.67924 4.56453 0.70626  O19 1.419, H24 1.090, H25 1.090, H26 1.090
19 O 6.52579 3.73897 0.68490  C18 1.419, C20 1.447
20 C 5.32237 4.41566 1.11970  O19 1.447, C21 1.548, H27 1.090, H28 1.090
21 C 4.26726 3.30084 1.32283  C20 1.548, C22 1.548, N23 1.444, H29 1.090
22 C 3.78959 2.60867 0.02267  C21 1.548, H30 1.090, H31 1.090, H32 1.090
23 N 3.11489 3.78393 2.04569  C21 1.444, H33 1.010, H34 1.010
24 H 8.07011 4.89270 1.66939  C18 1.090
25 H 7.56860 5.42421 0.04535  C18 1.090
26 H 8.51460 3.93275 0.40439  C18 1.090
27 H 5.48032 4.92073 2.07262  C20 1.090
28 H 5.01640 5.11767 0.34403  C20 1.090
29 H 4.75174 2.55276 1.95032  C21 1.090
30 H 4.56824 2.27664 -0.66404  C22 1.090
31 H 3.18856 3.26643 -0.60521  C22 1.090
32 H 3.22771 1.72095 0.31311  C22 1.090
33 H 2.51474 4.31147 1.42794  N23 1.010
34 H 2.45153 3.07172 2.31551  N23 1.010
35 C -6.01934 -1.50252 -1.82885  O36 1.425, H41 1.090, H42 1.090, H43 1.090
36 O -5.26668 -0.34735 -2.18891  C35 1.425, C37 1.420
37 C -5.60290 0.66664 -1.25414  O36 1.420, C38 1.580, H44 1.090, H45 1.090
38 C -4.72999 1.93457 -1.60987  C37 1.580, C39 1.547, N40 1.438, H46 1.090
39 C -3.21310 1.67130 -1.45372  C38 1.547, H47 1.090, H48 1.090, H49 1.090
40 N -4.98330 3.08348 -0.78361  C38 1.438, H50 1.010, H51 1.010
41 H -5.91573 -1.77354 -0.77818  C35 1.090
42 H -5.62844 -2.29447 -2.46769  C35 1.090
43 H -7.09054 -1.32056 -1.91558  C35 1.090
44 H -6.65233 0.94321 -1.35561  C37 1.090
45 H -5.45485 0.28882 -0.24249  C37 1.090
46 H -5.01799 2.19284 -2.62892  C38 1.090
47 H -2.92829 1.32530 -0.46011  C39 1.090
48 H -2.62251 2.55584 -1.69227  C39 1.090
49 H -2.90016 0.95877 -2.21692  C39 1.090
50 H -5.98113 3.23982 -0.78402  N40 1.010
51 H -4.53046 3.94773 -1.04459  N40 1.010
52 C -5.29383 -1.53881 5.73106  O53 1.464, H58 1.090, H59 1.090, H60 1.090
53 O -5.00841 -0.99852 4.40053  C52 1.464, C54 1.419
54 C -4.27621 -1.92592 3.61466  O53 1.419, C55 1.568, H61 1.090, H62 1.090
55 C -3.95205 -1.39101 2.17648  C54 1.568, C56 1.634, N57 1.435, H63 1.090
56 C -3.07146 -2.43314 1.27687  C55 1.634, H64 1.090, H65 1.090, H66 1.090
57 N -3.08952 -0.24927 2.29079  C55 1.435, H67 1.010, H68 1.010
58 H -6.11948 -0.90990 6.06403  C52 1.090
59 H -4.47651 -1.52080 6.45201  C52 1.090
60 H -5.65894 -2.56406 5.67070  C52 1.090
61 H -3.41806 -2.20851 4.22444  C54 1.090
62 H -4.84613 -2.84923 3.71855  C54 1.090
63 H -4.83365 -1.05436 1.63099  C55 1.090
64 H -2.94494 -1.93489 0.31571  C56 1.090
65 H -3.60267 -3.38191 1.20098  C56 1.090
66 H -2.10116 -2.65081 1.72324  C56 1.090
67 H -3.48444 0.29644 3.04335  N57 1.010
68 H -3.27996 0.28005 1.45194  N57 1.010
69 C 2.65852 0.99902 4.45190  O70 1.475, H75 1.090, H76 1.090, H77 1.090
70 O 2.40642 -0.44166 4.25789  C69 1.475, C71 1.403
71 C 1.38117 -0.98668 5.04624  O70 1.403, C72 1.564, H78 1.090, H79 1.090
72 C -0.06925 -0.57528 4.63103  C71 1.564, C73 1.500, N74 1.419, H80 1.090
73 C -1.06751 -1.01455 5.66093  C72 1.500, H81 1.090, H82 1.090, H83 1.090
74 N -0.32972 -1.22611 3.39779  C72 1.419, H84 1.010, H85 1.010
75 H 3.35588 1.36098 3.69640  C69 1.090
76 H 2.97991 1.22728 5.46812  C69 1.090
77 H 1.71349 1.53990 4.40223  C69 1.090
78 H 1.59472 -2.05556 5.04727  C71 1.090
79 H 1.54009 -0.80074 6.10844  C71 1.090
80 H -0.05920 0.51304 4.57140  C72 1.090
81 H -0.99933 -2.09487 5.78884  C73 1.090
82 H -2.11156 -0.84872 5.39532  C73 1.090
83 H -0.88879 -0.57667 6.64298  C73 1.090
84 H -1.27323 -0.94433 3.17309  N74 1.010
85 H 0.25697 -0.68538 2.77850  N74 1.010
86 C -2.36925 -2.90098 -2.78242  O87 1.430, H92 1.090, H93 1.090, H94 1.090
87 O -1.85177 -3.35981 -1.53070  C86 1.430, C88 1.417
88 C -0.77719 -4.27235 -1.66886  O87 1.417, C89 1.545, H95 1.090, H96 1.090
89 C -0.65906 -5.17764 -0.42297  C88 1.545, C90 1.524, N91 1.455, H97 1.090
90 C 0.45740 -6.21548 -0.42622  C89 1.524, H98 1.090, H99 1.090, H100 1.090
91 N -1.84534 -6.00698 -0.27437  C89 1.455, H101 1.010, H102 1.010
92 H -2.62944 -3.74456 -3.42177  C86 1.090
93 H -1.68139 -2.29559 -3.37273  C86 1.090
94 H -3.31940 -2.37783 -2.67460  C86 1.090
95 H -0.94139 -4.92058 -2.52964  C88 1.090
96 H 0.12232 -3.70559 -1.90919  C88 1.090
97 H -0.47269 -4.44296 0.36036  C89 1.090
98 H 1.40377 -5.67748 -0.48138  C90 1.090
99 H 0.49111 -6.86278 -1.30255  C90 1.090
100 H 0.34866 -6.83184 0.46617  C90 1.090
101 H -2.07728 -6.43099 -1.16122  N91 1.010
102 H -2.60621 -5.34320 -0.25028  N91 1.010
103 C 3.21981 -4.88607 -3.41283  O104 1.468, H109 1.090, H110 1.090, H111 1.090
104 O 2.53307 -3.58963 -3.37751  C103 1.468, C105 1.428
105 C 3.22815 -2.65383 -2.55315  O104 1.428, C106 1.577, H112 1.090, H113 1.090
106 C 2.26676 -1.43385 -2.28161  C105 1.577, C107 1.532, N108 1.415, H114 1.090
107 C 1.84604 -0.60060 -3.49636  C106 1.532, H115 1.090, H116 1.090, H117 1.090
108 N 2.80066 -0.59952 -1.27164  C106 1.415, H118 1.010, H119 1.010
109 H 3.39685 -5.28671 -2.41471  C103 1.090
110 H 4.14989 -4.71817 -3.95585  C103 1.090
111 H 2.66201 -5.62268 -3.99108  C103 1.090
112 H 3.51610 -3.12940 -1.61559  C105 1.090
113 H 3.99178 -2.26508 -3.22684  C105 1.090
114 H 1.36244 -1.90798 -1.90016  C106 1.090
115 H 1.30653 -1.08753 -4.30872  C107 1.090
116 H 2.71467 -0.14113 -3.96802  C107 1.090
117 H 1.16178 0.17083 -3.14313  C107 1.090
118 H 2.95355 -1.13006 -0.42592  N108 1.010
119 H 3.72393 -0.36379 -1.60645  N108 1.010
120 C -0.31792 -0.18316 -0.05992  O121 1.366, H122 1.090, H123 1.090, H124 1.090
121 O 0.47615 0.82817 -0.52151  C120 1.366, H125 0.960
122 H 0.11793 -0.77696 0.74354  C120 1.090
123 H -1.21530 0.24897 0.38288  C120 1.090
124 H -0.64871 -0.84057 -0.86396  C120 1.090
125 H 1.21214 0.39378 -0.95881  O121 0.960
126 C -0.32940 2.73980 2.04640  O127 1.366, H128 1.090, H129 1.090, H130 1.090
127 O 0.81587 2.02769 1.82751  C126 1.366, H131 0.960
128 H -0.66400 2.67842 3.08196  C126 1.090
129 H -0.16803 3.78584 1.78588  C126 1.090
130 H -1.17209 2.40784 1.43997  C126 1.090
131 H 0.75961 1.63909 0.95148  O127 0.960

The molar mass comes out at 688.05 g/mol. Its SMILES is COC[C@H](C)N.COC[C@H](C)N.COC[C@H](C)N.COC[C@H](C)N.COC[C@H](C)N.COC[C@H](C)N.COC[C@H](C)N.CO.CO. Its LUMO energy is 0.6 eV. The HOMO energy is -8.52 eV. Its HOMO-LUMO gap is 0.3337 Ha.

Going by the energies, w is most stable and the next is 90.9 kJ/mol up.